## w
Computed, not measured: the molecule C4H2, with the ωB97M-V functional and the def2-TZVPD basis.

Geometry as ORCA input:
```
! wB97M-V def2-TZVPD RIJCOSX def2/J DEFGRID3
* xyz 0 1
C -1.1406 0.2487 -0.1259
C 0.4569 0.9665 0.0492
C 1.1777 -0.1339 -0.0529
C -0.1898 -0.5910 0.0829
H -2.0515 0.5933 0.2404
H 2.0828 -0.6406 -0.2173
*
```

The calculation puts the HOMO energy at -8.877 eV.

Here are the natural (NBO) charges for atoms 1 to 4, given in e:
1. C -0.2798
2. C 0.1261
3. C -0.4345
4. C 0.0848

---

## x
Computed, not measured: the molecule C4H2, with the ωB97M-V functional and the def2-TZVPD basis.

Geometry as ORCA input:
```
! wB97M-V def2-TZVPD RIJCOSX def2/J DEFGRID3
* xyz 0 1
C 0.0743 0.0725 -0.4337
C -0.9841 0.2009 0.3070
C 1.2052 -0.2406 -0.9816
C 2.3566 -0.7041 -1.3013
H -1.8292 0.8774 0.2449
H -0.9059 -0.5221 1.1139
*
```

The calculation puts the HOMO energy at -9.676 eV.

Here are the natural (NBO) charges for atoms 1 to 4, given in e:
1. C 0.3193
2. C -0.5261
3. C -0.5376
4. C 0.2114

---

What is the stability order? It is x, w, from most stable to least stable.

---

## w
Computed, not measured: a cluster of 7 separate species, C6H25NO7 in total, with the ωB97M-V functional and the def2-TZVPD basis.

Geometry as ORCA input:
```
! wB97M-V def2-TZVPD RIJCOSX def2/J DEFGRID3
* xyz 0 1
C 2.1116 1.4422 1.5007
C 0.8027 1.4282 1.6893
C -0.0212 2.5497 1.0570
C -1.4205 2.1429 0.5705
C -1.4202 0.9559 -0.3693
N -1.2614 1.3164 -1.7764
C -2.6682 0.0518 -0.2798
O -2.3322 -1.1510 0.5320
H 2.6138 0.7256 2.1493
H 2.7946 2.0367 0.9192
H 0.2548 0.8574 2.4256
H -0.0675 3.4153 1.7203
H 0.5259 2.9079 0.1797
H -2.0981 1.8031 1.3636
H -1.8630 3.0874 0.2537
H -0.6614 0.2279 -0.0630
H -1.2924 0.5515 -2.4316
H -0.4274 1.8678 -1.9396
H -3.4395 0.4036 0.4063
H -3.0138 -0.2203 -1.2701
H -3.1360 -1.6815 0.5986
O -2.4050 -0.5257 3.1995
H -2.3846 -0.8498 2.2759
H -1.6620 0.0870 3.2298
O 3.6476 -0.1407 -0.2785
H 3.9370 0.1265 0.5952
H 3.4721 0.6754 -0.7662
O 0.1938 -1.8756 0.6619
H -0.6273 -1.8408 0.1467
H -0.0996 -1.8459 1.5765
O 2.5429 -2.9928 -1.0412
H 2.3529 -3.0641 -0.0914
H 2.4949 -2.0208 -0.9858
O 2.4395 0.7032 -2.4413
H 2.9658 -0.0596 -2.7124
H 1.5397 0.3586 -2.4033
O -1.0479 -2.0631 -2.2559
H -0.3141 -2.6698 -2.0989
H -1.1402 -1.9108 -3.1996
*
```

The calculation puts the HOMO energy at -9.329 eV.

Here are the natural (NBO) charges for atoms 1 to 4, given in e:
1. C -0.3925
2. C -0.1694
3. C -0.4335
4. C -0.4110

---

## x
Computed, not measured: a cluster of 7 separate species, C6H25NO7 in total, with the ωB97M-V functional and the def2-TZVPD basis.

Geometry as ORCA input:
```
! wB97M-V def2-TZVPD RIJCOSX def2/J DEFGRID3
* xyz 0 1
C 3.0718 0.0405 -1.3919
C 1.8984 -0.7007 -1.9541
C 0.5726 -0.1038 -2.3264
C -0.0074 1.1145 -1.4765
C -1.1383 1.7829 -2.2111
N -2.5567 1.1976 -2.0173
C -2.7223 -0.1429 -1.7296
O -3.7824 -0.7070 -1.4781
H 2.8598 -0.0708 -0.3705
H 4.0662 -0.5204 -1.3980
H 3.0000 0.9716 -1.9432
H 1.6439 -1.3784 -1.0049
H 2.2823 -1.2496 -2.7962
H -0.1284 -0.8629 -2.1017
H 0.5967 0.1746 -3.3646
H -0.4453 0.8648 -0.4879
H 0.7244 1.9348 -1.1984
H -0.9954 2.8781 -2.0275
H -0.8486 1.9220 -3.2805
H -3.3131 1.8916 -2.0398
H -1.6841 -0.6853 -1.6887
O 0.2190 2.7629 3.0065
H 0.1485 2.0210 2.4415
H 1.0825 2.4815 3.3776
O -0.1033 -2.8525 3.2359
H 0.0766 -2.0267 3.5787
H -0.1974 -2.6859 2.2882
O -2.9159 -2.5319 0.1657
H -3.5490 -1.8658 -0.2974
H -2.4694 -3.1766 -0.4468
O -1.3216 -0.5728 1.0353
H -1.6041 -0.6704 1.9425
H -1.6389 -1.3681 0.6354
O 0.3511 -0.1883 3.5899
H 0.9416 0.3412 3.1204
H 0.0608 0.2915 4.2935
O 2.4858 0.9035 2.1888
H 3.1177 0.3640 2.6372
H 2.2223 0.4223 1.4944
*
```

The calculation puts the HOMO energy at -10.148 eV.

Here are the natural (NBO) charges for atoms 1 to 4, given in e:
1. C -0.6164
2. C -0.3755
3. C -0.3929
4. C -0.4651

---

What is the stability order? It is w, x, from most stable to least stable.